Here is a molecular structure, C2H3O2 in a non-equilibrium geometry from the OMol25 dataset. Energies are from ωB97M-V with the def2-TZVPD basis set.

Each line ends with the natural charge from an NBO analysis.
Atoms and positions in Å:
C (-0.66, -0.41, 0.09)  0.399
C (1.88, 0.51, -0.16)  0.714
O (2.59, -0.32, -0.46)  -0.267
O (0.33, 0.02, 0.64)  -0.468
H (-1.54, -0.22, 0.67)  0.185
H (-0.78, -0.83, -0.84)  0.179
H (1.71, 1.53, 0.12)  0.256

Its total charge is +1. Its energy above the lowest of the compared OMol25 structures with the same formula, charge and spin is 64.19 kJ/mol.